Computed, not measured: an isolated ion of composition C5H10O2 and charge -2 in a non-equilibrium geometry, with ωB97M-V/def2-TZVPD.

Output
SMILES: [O-]CCCCC[O-]

The geometry in ORCA input format:
```
! wB97M-V def2-TZVPD RIJCOSX def2/J DEFGRID3
* xyz -2 1
C -1.0292 -2.1866 -0.9529
O -1.2082 -2.8139 -2.1311
C -0.4824 -0.7299 -0.9929
C 0.1190 -0.3154 0.3677
C -0.0516 1.2069 0.7181
C 1.2863 1.9719 0.8306
O 1.1829 3.0803 1.6636
H -1.9483 -2.0739 -0.3048
H -0.3638 -2.7983 -0.2896
H 0.2852 -0.6158 -1.7642
H -1.3443 -0.1208 -1.2600
H 1.1907 -0.4840 0.2703
H -0.3212 -0.8894 1.1842
H -0.4946 1.3886 1.6957
H -0.6142 1.6945 -0.0783
H 1.6419 2.3213 -0.1541
H 2.1518 1.3644 1.1976
*
```

---

Computed, not measured: C16H26CaN4O9 as an isolated structure in a non-equilibrium geometry, with ωB97M-V/def2-TZVPD.

The geometry in ORCA input format:
```
! wB97M-V def2-TZVPD RIJCOSX def2/J DEFGRID3
* xyz -2 1
Ca 0.6909 -0.7656 0.1778
N 2.1816 0.2310 -1.5704
C 2.1589 1.1418 -2.7073
C 0.7705 1.2360 -3.3264
N -0.2992 1.6967 -2.4615
C -1.5747 1.3018 -3.0514
C -2.8051 1.4400 -2.1629
N -2.9135 0.4809 -1.0746
C -0.2303 3.1062 -2.1005
C -0.2780 3.3382 -0.5978
N 0.9901 2.9498 0.0173
H 2.0059 -0.7272 -1.8759
H 3.0828 0.2252 -1.1059
H 2.5015 2.1151 -2.3449
H 2.8246 0.8246 -3.5200
H 0.8665 1.8762 -4.2260
H 0.4871 0.2350 -3.6612
H -1.7569 1.8788 -3.9829
H -1.4770 0.2482 -3.3248
H -2.8699 2.4486 -1.7412
H -3.6721 1.3356 -2.8269
H -2.2305 0.7069 -0.3555
H -2.6092 -0.4307 -1.4130
H 0.7079 3.5309 -2.4762
H -1.0470 3.6587 -2.5911
H -0.4503 4.4050 -0.4124
H -1.1245 2.7826 -0.1748
H 0.8578 2.9117 1.0248
H 1.1496 1.9715 -0.2164
O 3.3263 -0.3501 3.5839
C 2.4020 -0.6072 2.8082
O 2.3796 -0.4355 1.5493
C 1.1343 -1.2663 3.4201
C 0.7129 -2.5611 2.6831
C -0.1478 -3.4269 3.6043
C -1.4637 -2.6091 3.6454
C -1.1411 -1.4570 2.6855
O -0.2785 -2.1103 1.7306
C -0.2093 -0.4382 3.3665
C -0.1637 0.9182 2.6144
O -0.1413 1.9536 3.2821
O -0.1994 0.8465 1.3403
H 1.3913 -1.4947 4.4542
H 1.5151 -3.0664 2.1514
H -0.3069 -4.4092 3.1596
H 0.3082 -3.5545 4.5870
H -2.3053 -3.1950 3.2752
H -1.7073 -2.2425 4.6439
H -1.9885 -1.0186 2.1655
H -0.5511 -0.2110 4.3764
O 0.7120 -4.2969 -1.9699
C 0.7460 -3.1350 -1.5809
O 1.5644 -2.6286 -0.7238
C -0.2742 -2.0676 -2.1528
O -0.3774 -1.9086 -3.3714
O -0.8741 -1.3814 -1.2460
*
```

---

Computed, not measured: a 2-piece molecular cluster, C3H12N2OS overall in a non-equilibrium geometry, with ωB97M-V/def2-TZVPD.

Output
SMILES: NC[C@@H](N)CS.O

The geometry in ORCA input format:
```
! wB97M-V def2-TZVPD RIJCOSX def2/J DEFGRID3
* xyz 0 1
N -1.2814 0.2847 1.6693
C -1.1211 -0.7036 0.5990
C -1.2502 -0.1610 -0.8084
S -1.9819 -1.5442 -1.8083
C 0.2365 -1.4674 0.6839
N 1.4140 -0.6516 0.5466
H -0.8177 0.0358 2.5234
H -2.2099 0.6395 1.8154
H -1.9024 -1.4301 0.8737
H -1.9403 0.6792 -0.7863
H -0.2980 0.1076 -1.2451
H -1.4183 -1.1451 -2.9868
H 0.3103 -2.1820 -0.1342
H 0.1299 -2.0803 1.6054
H 1.9255 -0.7554 -0.3018
H 1.8377 -0.2733 1.3666
H 2.2083 3.5871 -1.7243
H 3.5113 3.3235 -1.0180
O 2.6477 3.7366 -0.8701
*
```

---

Computed, not measured: C2H6N2S as an isolated structure in a non-equilibrium geometry, with ωB97M-V/def2-TZVPD.

The geometry in ORCA input format:
```
! wB97M-V def2-TZVPD RIJCOSX def2/J DEFGRID3
* xyz 0 1
C -1.2390 0.8824 0.6015
C 1.3653 -1.2207 -0.1656
H -1.4431 0.0915 1.2821
H -1.0607 1.8225 1.3796
H -2.3998 1.3011 -0.1350
H 0.5670 1.4284 -0.6119
H -0.0732 -1.0511 -1.4674
H 1.4388 -1.2917 1.0222
N 0.1679 0.6867 -0.0618
N 0.3422 -0.5216 -0.7415
S 2.3347 -2.1276 -1.1021
*
```

---

Computed, not measured: one molecule with the formula C3H6N2 in a non-equilibrium geometry, with ωB97M-V/def2-TZVPD.

Output
SMILES: C=N/C=N/C

The geometry in ORCA input format:
```
! wB97M-V def2-TZVPD RIJCOSX def2/J DEFGRID3
* xyz 0 1
C 1.6496 -0.2190 0.1376
C -0.4134 0.9943 -0.1463
C -1.8257 -0.4995 0.0746
N 0.2380 -0.0196 0.3909
N -1.7307 0.8176 -0.1176
H 0.0488 1.8468 -0.6489
H 1.8024 -1.0134 -0.5994
H 2.1557 -0.5057 1.0605
H 2.1260 0.6892 -0.2543
H -2.5593 -0.8822 0.7824
H -1.4913 -1.2084 -0.6794
*
```

---

Computed, not measured: C25H33O2ReTe as an isolated structure in a non-equilibrium geometry, with ωB97M-V/def2-TZVPD.

The geometry in ORCA input format:
```
! wB97M-V def2-TZVPD RIJCOSX def2/J DEFGRID3
* xyz 1 4
O 0.4524 1.7787 -3.3869
C 1.0380 2.9792 -3.8971
C -0.1709 3.8526 -3.5228
H 1.3123 2.9322 -4.9512
H 1.9092 3.2229 -3.2620
C -0.7015 2.5309 -2.8879
H -0.7999 4.2923 -4.3044
H 0.1621 4.5941 -2.7800
C -1.9857 1.9055 -3.3749
H -2.0263 1.8447 -4.4787
H -2.8664 2.4554 -3.0295
H -2.0028 0.8748 -2.9871
C -0.7039 2.6376 -1.3794
H 0.2525 3.0392 -1.0162
H -0.8281 1.6255 -0.9623
H -1.5309 3.2911 -1.0187
Re -0.3776 -0.2826 1.3029
C 0.6649 1.8204 3.0049
C 1.7988 1.0273 3.2348
C 2.2317 0.4856 1.9971
H 2.2715 0.8591 4.1939
C 1.3706 0.9735 0.9591
C 0.3808 1.8441 1.6127
H -0.2531 2.5684 1.0955
H 0.1420 2.3979 3.7667
H 3.1244 -0.1127 1.8487
H 1.4203 0.7923 -0.1195
C -1.8103 -0.8492 2.7924
C -1.9884 0.5285 2.4805
C -2.3471 0.6288 1.0855
H -1.9234 1.3706 3.1675
C -2.2717 -0.6951 0.5142
C -2.0028 -1.6240 1.5876
H -1.9624 -2.6987 1.4780
H -1.5975 -1.2501 3.7863
H -2.7000 1.5217 0.5951
H -2.3755 -0.9273 -0.5450
O -0.2172 -0.8842 -2.8189
C -0.7155 -0.7692 -4.2054
C 0.0874 -1.6304 -5.2018
H -0.7161 0.2750 -4.5369
H -1.7992 -1.0346 -4.2195
C 0.9756 -2.4595 -4.3067
H 0.6771 -1.0106 -5.8956
H -0.5782 -2.2317 -5.8311
C 0.7001 -1.9839 -2.8476
H 2.0360 -2.3383 -4.5569
H 0.7657 -3.5354 -4.3977
H 1.6185 -1.7196 -2.3146
H 0.2579 -2.8044 -2.2554
Te 1.1420 -2.4667 1.6357
C 1.1506 -2.6497 3.7708
C 0.0810 -3.2018 4.5019
C 0.0350 -3.0043 5.8921
C 1.0827 -2.3408 6.5449
C 2.2028 -1.9057 5.8223
C 2.2472 -2.0793 4.4326
H -0.6935 -3.7470 3.9628
H -0.8218 -3.3784 6.4511
H 1.0361 -2.1746 7.6211
H 3.0464 -1.4257 6.3169
H 3.0944 -1.7339 3.8366
*
```

---

Computed, not measured: an isolated ion of composition CH9N2P2 and charge +1 in a non-equilibrium geometry, with ωB97M-V/def2-TZVPD.

Output
SMILES: [NH3+]CN(P)P

The geometry in ORCA input format:
```
! wB97M-V def2-TZVPD RIJCOSX def2/J DEFGRID3
* xyz 1 1
C 0.7105 0.8179 -0.0526
N 0.0667 -0.3237 0.4607
N -0.0292 1.3807 -1.3666
P -1.2819 -0.0971 1.4961
P 0.4333 -2.0156 -0.2908
H 1.6685 0.5886 -0.4835
H 0.8541 1.5776 0.6920
H -1.0228 1.2083 -1.4427
H 0.2687 1.0026 -2.2690
H 0.2166 2.3222 -1.4147
H -2.1816 -0.9541 0.8367
H -0.9251 -1.0341 2.4690
H -0.3661 -2.4761 0.8048
H 1.5882 -1.9971 0.5605
*
```

---

Computed, not measured: a 2-piece molecular cluster, C7H15OP overall in a non-equilibrium geometry, with ωB97M-V/def2-TZVPD.

Output
SMILES: CCP(C)(C)=O.C#CC

The geometry in ORCA input format:
```
! wB97M-V def2-TZVPD RIJCOSX def2/J DEFGRID3
* xyz 0 1
C -1.8899 -1.5571 -0.1671
C -2.8368 -0.7901 -0.0238
C -3.4305 0.5222 0.4189
C 2.6090 -1.3343 0.3995
C -0.1928 0.9756 -1.4013
C 1.7190 1.6417 0.2956
C 1.0612 -1.3524 0.1342
O -0.5651 0.4400 1.3802
P 0.3818 0.3537 0.2494
H -1.3980 -2.3928 -0.5790
H -4.4085 0.3036 0.8254
H -3.6897 1.0108 -0.5919
H -2.7379 1.1457 0.9538
H 3.1180 -1.2808 -0.4564
H 2.9301 -0.5128 1.1043
H 2.9760 -2.3066 0.8915
H -0.6454 1.8917 -1.1501
H 0.8194 0.8624 -1.9693
H -1.0171 0.3025 -1.7990
H 2.0628 1.8291 1.3920
H 2.5020 1.3775 -0.2858
H 1.2333 2.4900 -0.0061
H 0.5644 -1.7197 1.1664
H 0.8346 -1.9000 -0.7814
*
```

---

Computed values of ΔE to the lowest compared entry with this formula, charge and spin (unit: kcal/mol) for the preceding records, in sequence: 10.7, 6.2, 22.1, 92.7, 68.0, 4.0, 10.8, 50.0.
Computed values of DFT total energy (unit: hartree) for the preceding records, in sequence: -346.845907, -2199.388619, -704.402948, -587.356355, -227.316541, -1468.733780, -835.401460, -692.195926.